Density functional theory data (ωB97M-V/def2-TZVPD) for the molecule C6H9N at a distorted geometry.

The value obtained for the total energy is -288.6360 Ha. The net charge is 0. The energy relative to the best compared isomer or geometry (same formula, charge and spin) is 91.7 kcal/mol. The calculation puts the orbital gap at 9.003 eV. The HOMO energy is -8.85 eV.

Last column: natural (NBO) charge in e.
CARTESIAN COORDINATES (ANGSTROEM)
C 1.419 -0.634 0.823  -0.619
C 1.186 0.168 -0.451  -0.366
C -0.879 0.207 -1.331  0.191
C -1.712 -0.762 -0.586  -0.797
C -0.080 1.109 -0.451  -0.490
C -0.588 1.407 0.897  0.275
N -1.049 1.645 1.932  -0.329
H 0.552 -1.247 1.088  0.214
H 2.267 -1.309 0.670  0.222
H 1.643 0.013 1.675  0.222
H 2.054 0.784 -0.697  0.235
H 1.075 -0.519 -1.305  0.244
H -2.710 -0.305 -0.730  0.290
H -1.769 -1.731 -1.090  0.246
H -1.571 -0.882 0.498  0.206
H 0.163 2.055 -0.942  0.256